1.
# C52H74GeN8O8PS3SiTi

A molecular structure, C52H74GeN8O8PS3SiTi at a distorted geometry (ωB97M-V/def2-TZVPD, the Open Molecules 2025 dataset).

Computed properties:
- gap between HOMO and LUMO (alpha / beta) (eV) = 3.766 / 5.623
- net charge = -1
- energy (eV) = -212738.371
- multiplicity = 3

Element x y z (Å)
H -4.620914 3.738760 0.680530
C 3.643261 -2.253157 4.215295
C -2.057099 -3.476751 -0.775003
C -6.666560 0.698178 -0.989933
H 3.709864 -4.584819 1.708444
H -4.849205 2.673518 -2.190440
H 1.754229 -1.892666 -3.011130
C 6.015302 0.404799 1.681323
O -0.615042 0.621136 -1.200441
H -2.371833 -4.513166 -0.627004
H 2.043243 1.010591 3.128063
C 6.133552 -3.669735 0.990147
C -6.724840 -3.840247 -5.397681
P 0.032990 -2.003361 0.110293
C 2.281600 5.142813 -1.796085
N 0.168488 1.577801 2.317979
H -3.140708 2.076596 -0.928813
C -4.991183 2.699413 -3.261384
H -4.062891 -3.160035 -3.439946
H 2.567214 4.972308 -2.835891
C 2.868487 4.551914 0.495382
C -7.407703 0.565125 0.170928
H -2.567890 -1.647338 -3.049964
C -5.578004 -4.049382 -4.651702
H 4.006831 2.507889 -0.584518
H 3.053094 -0.827442 5.726308
H -5.176094 -5.050076 -4.552380
H -6.771472 1.588276 -1.596419
H 2.318889 6.215881 -1.591627
H 7.882612 -0.579742 2.159823
H -0.953109 -0.273457 -3.847433
H -5.400074 2.804909 -7.082338
Si 3.872938 -1.414639 1.568508
C -6.623316 -1.502757 -4.862663
H -8.146881 -2.392001 -6.080448
H -3.429134 3.678825 2.893983
C -3.198869 0.459251 3.216130
H 4.287050 -5.692100 0.440932
C 1.646793 -1.543717 -1.977934
N 1.072360 3.357064 -0.659062
H -2.596993 -0.641157 -1.616988
Ti -0.619720 0.409721 0.751405
H 6.634710 -4.627054 0.860228
C -5.786710 -0.298059 -1.387389
C 5.156952 -3.808465 -1.323002
H -5.000870 0.655476 -5.939964
H 1.961901 1.486909 -0.782970
C -4.489157 0.844700 2.848391
H 1.252234 2.536547 5.266808
C -4.941555 1.510558 -3.982767
C -5.209723 3.906397 -3.897059
N -1.793081 2.076695 0.712344
C 4.844329 -3.616719 0.167156
H 5.889254 -3.527035 2.037289
C 3.391768 3.025966 -1.321769
O 3.546195 -2.424192 2.820444
N -2.551728 1.575841 5.406041
S -0.918378 -1.054810 2.917782
H 2.019237 -0.852328 4.289320
N 3.280057 4.459205 -0.928383
H 5.505150 -3.332690 4.452134
C 3.879818 -4.703421 0.643336
H -8.075959 1.355234 0.484407
H -5.561159 4.890511 -5.770604
H 1.587290 2.271562 -2.335392
C 1.136506 1.559869 3.280576
H -5.036195 -2.246532 -0.936715
H 5.259198 0.280463 -0.317339
C 1.587113 3.687318 0.641903
C -7.246110 -2.559390 -5.503952
C 0.890338 4.531972 -1.466837
C -0.932847 1.167393 -2.301311
C -0.791179 2.412719 2.788593
C -5.290693 2.776974 -6.006476
H 0.271746 5.245948 -0.922609
C 6.229889 0.355159 0.165045
N -5.568149 1.202529 2.643220
C 7.368305 0.344842 2.410693
H -5.258401 4.817728 -3.318824
C -3.673813 3.267790 0.841755
C -1.843811 2.682736 1.922494
H 3.184982 -4.352747 4.537398
H -1.144681 3.063490 4.743236
H 3.626280 -0.108319 4.208719
C -2.806148 1.004252 4.429320
C -5.075037 1.570952 -5.365622
O 5.274858 -0.691949 2.125204
C -5.459805 -1.691697 -4.124960
H 2.605739 -1.604751 -1.458442
H 6.752873 1.247443 -0.174910
C -2.741280 -0.632471 -2.696453
H 7.205550 0.355370 3.486169
H 1.302270 -0.506225 -1.961162
H 5.779233 -2.989471 -1.676465
H 4.277348 1.632366 1.620510
O 0.696421 -2.380372 -1.357393
C -2.364747 -0.306824 2.377910
H 0.353478 4.223073 -2.364786
C 3.045838 -0.917452 4.642810
C -1.716722 0.307468 -3.320645
H -6.324484 -2.481255 1.138339
C -5.696165 -1.450171 -0.619843
H -7.212255 -4.674857 -5.885666
C 0.789726 -3.756717 1.982219
H -7.833367 -0.670171 1.867596
H 6.802749 -2.870469 0.681648
O 4.230905 -2.355475 0.277115
N -2.966896 3.483292 2.019698
O 1.095926 -2.692816 1.105927
C -2.933154 2.442124 0.060407
S -2.881262 -0.653625 0.757257
H 0.825897 4.231530 1.205202
H 3.868252 2.974460 -2.301931
H 5.814412 2.570785 1.672393
N -0.441984 2.941368 4.020915
H 3.675524 4.174505 1.125407
C -5.374770 3.949189 -5.271915
H 5.675941 -4.749982 -1.485054
H -2.162375 0.998352 -4.041409
H 2.927323 -4.585111 0.135233
H -2.887467 -2.805972 -0.548723
H 1.806473 2.744381 1.150273
H 3.005268 -3.331449 5.971744
H 5.189221 1.779281 3.128960
S 2.582047 0.007934 0.813147
C 2.853872 -3.379441 4.895357
H 4.189652 4.911072 -1.043468
C 5.277536 1.700707 2.048295
H 7.996658 1.190434 2.136926
C 5.118591 -2.331041 4.627778
C -6.429586 -1.587236 0.541381
H 0.583690 -4.673397 1.427363
O -0.993873 -3.258029 0.120315
H 1.793664 -3.263535 4.690552
O -0.585515 2.290154 -2.685036
H -7.044465 -0.506877 -4.925500
C 0.773426 2.337741 4.329327
H 5.238756 -2.081557 5.678579
Ge -4.677276 -0.217720 -3.027475
H -0.067701 -3.511233 2.613320
H 6.815962 -0.519268 -0.106873
H 2.685090 5.603280 0.734193
H 5.678543 -1.628701 4.020759
C 1.963594 2.437069 -1.326620
C -4.955497 -2.984740 -4.025831
H 4.230176 -3.804476 -1.889887
H 1.679944 -3.869970 2.592473
C -7.280932 -0.574208 0.945424
H -1.727978 -3.345655 -1.805573

Force components x, y, z for each atom (eV/Å):
-0.2 0.0 -0.1
0.2 0.0 0.9
-0.1 -0.1 0.0
0.0 0.2 -0.1
0.0 -0.1 0.1
0.0 0.1 0.1
0.0 0.1 0.1
0.5 0.7 -0.1
0.1 0.1 -0.9
0.0 0.1 -0.1
0.0 -0.1 0.0
-0.3 0.1 -0.2
-0.1 0.0 -0.1
0.7 -1.4 -0.5
-0.6 0.4 -0.4
-0.8 1.2 0.3
-0.1 0.0 0.0
0.1 -0.2 0.1
0.1 -0.1 0.0
0.1 0.0 0.1
-0.3 0.0 0.8
-0.2 0.0 0.0
-0.1 -0.1 0.0
0.0 -0.2 0.0
0.1 0.1 0.0
0.0 0.0 0.1
0.0 0.0 0.0
-0.1 0.1 0.0
0.1 -0.1 0.0
0.1 -0.1 -0.1
0.0 0.0 0.0
0.0 0.0 -0.1
-0.1 0.7 -0.4
0.0 0.2 0.0
0.0 0.0 0.0
0.1 0.0 0.0
0.4 -0.4 -0.4
0.0 -0.1 0.0
0.3 0.3 -0.2
-0.2 0.0 0.1
0.0 -0.1 -0.1
0.7 -1.1 0.5
0.0 -0.1 0.0
0.4 0.1 -0.6
-0.1 0.1 0.4
-0.1 0.0 -0.1
0.1 0.2 -0.3
-0.8 0.2 -0.3
0.1 -0.1 0.1
0.1 -0.6 0.4
0.0 0.2 0.0
-0.1 1.1 1.3
0.3 -0.6 -0.2
0.1 0.0 0.2
0.0 -0.9 -0.2
-0.3 -0.2 -0.4
0.0 -0.1 0.1
-0.2 0.3 0.1
-0.1 0.1 0.0
0.6 0.4 -0.1
0.1 -0.2 0.0
0.1 0.3 -0.1
0.0 0.1 0.0
0.0 0.1 0.0
0.1 0.0 0.1
0.4 0.2 0.7
0.1 -0.1 0.1
-0.1 0.0 -0.2
0.2 0.0 0.2
-0.1 -0.1 -0.1
-0.1 0.0 -0.1
-0.1 0.2 -1.1
1.2 0.1 0.6
-0.1 0.1 -0.2
0.0 0.1 0.0
-0.1 -0.1 0.3
-0.1 0.2 0.1
-0.4 0.0 -0.2
0.0 0.1 0.1
0.2 0.0 -0.3
-0.9 0.5 -1.0
0.0 -0.1 -0.1
0.0 0.0 -0.1
0.1 0.2 0.0
0.3 0.3 1.0
0.1 -0.3 0.1
-0.1 -0.4 0.1
0.3 0.4 0.3
0.0 0.0 -0.1
0.1 0.1 -0.1
-0.6 0.0 0.0
0.0 0.1 0.1
0.1 -0.1 -0.1
0.1 0.1 0.0
0.0 0.2 0.0
-0.6 -0.1 0.5
-0.3 -1.2 0.1
0.1 0.1 0.0
0.0 -0.3 -0.2
0.0 0.3 0.3
0.0 -0.1 0.1
0.0 0.0 -0.2
0.0 0.0 0.0
0.1 -0.3 0.2
0.0 0.0 0.1
0.1 0.1 0.0
0.0 0.0 -0.1
0.4 -0.5 -0.1
0.1 0.2 0.0
-0.5 0.6 -0.1
-0.3 0.1 0.5
0.1 -0.1 0.1
0.1 0.1 0.1
0.1 0.2 0.0
0.0 -0.3 -0.6
0.1 0.0 -0.2
0.0 0.0 0.0
0.1 -0.1 -0.1
0.2 0.0 0.0
-0.1 0.0 -0.1
0.0 -0.1 -0.1
0.1 0.3 0.0
0.0 0.0 0.1
0.0 0.1 0.2
-0.1 0.0 0.4
0.2 0.3 -0.2
-0.2 -0.1 0.0
0.1 -0.3 0.0
0.1 0.1 0.0
-0.3 0.0 -0.1
-0.1 -0.1 0.1
0.0 0.0 0.0
-0.1 0.1 0.2
-0.2 0.0 0.0
-0.2 -0.1 0.0
-0.1 0.0 -0.1
0.0 0.1 -0.2
0.0 0.0 0.2
0.0 -0.2 -0.1
0.0 -0.1 -0.1
0.1 -0.1 -0.1
0.1 -0.1 -0.2
0.1 0.0 0.1
0.0 -0.3 -0.1
0.2 0.2 0.1
-0.1 0.0 -0.1
-0.1 -0.2 0.0
-0.1 -0.1 -0.1
0.0 0.0 -0.1

Löwdin atomic charge list, values in e, 4 entries:
1. H 0.11
2. C -0.63
3. C -0.15
4. C -0.11

---

2.
# C52H76O20

A molecular structure, C52H76O20 at a distorted geometry (ωB97M-V/def2-TZVPD, the Open Molecules 2025 dataset).

Computed properties:
- gap between HOMO and LUMO (eV) = 7.759
- energy (eV) = -96096.407
- multiplicity = 1

Element x y z (Å)
H 3.023544 1.819474 1.497684
H 6.722951 2.424483 -0.559103
C 4.918888 6.089458 -1.942814
O 0.554301 -4.365574 4.422388
H -3.602117 -5.874868 -3.013331
C 1.302872 1.207736 -3.427968
H 0.356823 -5.005941 -0.248222
H 5.102641 -1.407515 -1.290401
C -2.752418 -5.331749 -3.408253
C 0.974190 -3.624901 5.539797
H 0.040346 -5.266010 2.199824
O 6.977017 3.353772 -0.715373
H 0.132607 -3.128676 -4.778577
H 4.940082 7.164509 -2.080582
O 1.989053 0.824593 -2.292619
H 2.329206 6.923814 0.579449
H -4.995275 0.934240 -2.392623
C 2.028701 1.568716 -4.556105
C 5.690168 -0.206345 0.435956
C -7.046903 -3.018026 4.079961
C 2.446419 6.018168 1.173303
H -0.324284 6.053078 0.908392
C -1.825248 -1.232486 -1.076080
C 6.000577 5.421592 -1.388719
H 1.792745 -0.850917 0.113845
H 0.319808 7.556145 1.622408
C 3.704070 6.044925 2.039264
C -2.534464 -5.213906 -4.779633
H 3.069223 1.278494 -4.453139
C -7.205842 -3.046533 -2.874367
C -7.673915 -1.753717 -2.696378
H 2.421442 5.115409 0.554168
C 5.006891 -1.226181 -0.227806
C -6.791313 -0.674716 -2.542112
O -2.026167 -4.841084 -1.168370
C 0.797077 0.921579 2.874519
H 3.343641 1.018012 -0.059726
O -0.585460 -0.576303 -0.813305
O 1.563267 4.113388 4.454959
H 0.718558 -2.591237 3.337573
H -3.901689 -2.493126 -2.708290
H -2.599613 -0.544866 -0.722780
H -7.317860 0.230652 -2.268034
C 4.881635 3.349556 -1.845024
H -5.886780 -1.824454 -0.043614
H -5.321202 -1.821285 2.397181
C -5.832828 -3.246153 -2.943650
C -6.697266 -1.689647 0.688861
H 1.269195 2.974818 2.217396
H 4.615121 6.241917 1.464089
O -7.269950 -2.202019 2.961004
H 6.823281 5.949130 -0.923692
H -0.317317 -1.624550 0.963232
H -0.583050 1.216291 -2.438944
C 0.903309 2.055077 5.438759
H -0.496213 6.365440 2.635550
C 0.152843 -4.186762 2.022674
H -6.459702 -2.487276 4.841886
C -5.997046 0.542274 0.980886
O 1.300276 1.189294 0.397376
H -1.846703 1.848647 -4.559075
H -5.626292 0.383337 2.000000
H 4.823751 3.064521 2.968953
C 5.612072 -0.021515 1.792080
H 1.281118 -4.282566 6.349994
H 2.969449 3.414105 -2.790999
C -0.009910 2.021209 -5.677729
O 3.849644 4.905463 2.838403
H -8.749384 -1.610992 -2.715814
H 4.984855 2.276371 -1.967856
C -0.768373 1.764955 -4.532951
H 0.400876 0.212238 6.211784
O 1.317908 -3.927602 1.256980
H -1.960126 -1.308592 -2.152364
O 0.248174 -1.191543 3.862567
H 5.778606 4.372842 2.218717
C 0.125037 -3.513535 3.387268
C 1.145549 2.821000 4.311536
O -4.525178 0.094955 -2.338080
O -1.344234 -4.184455 -6.566624
H 0.156416 -3.016375 5.950264
C 4.773035 3.966831 2.358687
C 0.585147 0.146454 3.998805
C 0.578611 0.713776 5.265667
H 6.063095 0.848888 2.249724
C 4.148222 -1.913282 1.923163
C 1.131562 2.265563 3.022933
C 3.798835 5.380722 -2.375152
H 0.737278 0.397955 1.884435
O 1.358612 5.788795 2.091890
H -8.008671 -3.213157 4.561222
H 1.283044 0.820122 -1.617821
C 2.631238 1.634616 0.494036
C -0.244758 -0.608124 0.548172
H 3.828315 -2.988976 0.075753
H 4.761130 -0.773305 3.618299
H -0.972502 -0.018636 1.119455
C 1.369891 2.062951 -5.673547
C 4.817680 -0.882059 2.543080
C 1.209802 -0.180508 0.751268
O 3.369390 -2.757091 2.665187
H -6.375309 1.564724 0.968270
C 3.748469 3.998660 -2.320908
H -7.529016 -2.213219 0.217676
O 6.449810 0.710549 -0.279120
H -1.831664 -2.207020 -0.584436
H 3.632171 6.892949 2.731267
H -5.427555 -4.244572 -3.046291
H 6.385972 0.528658 -1.225060
H -8.915027 -3.953436 -3.068043
C 0.176142 6.483227 1.784668
H -1.588360 2.157853 -6.845724
H 2.038219 -4.351388 -0.580170
H 2.737055 2.599708 -0.011394
H -6.586692 -3.989831 3.880326
C -1.490267 -4.405061 -5.228138
H -5.203047 0.441831 0.235519
C -0.644073 -3.743266 -4.344599
H -3.210541 -5.731445 -5.448632
C -1.863479 -4.721737 -2.537485
H -2.384484 -5.696514 -0.917071
H 1.844765 -5.748312 0.413763
H 2.712060 -3.145519 2.052577
O -7.086184 -0.336635 0.783069
H 1.683881 4.486819 3.563937
H 0.863628 2.550733 6.398788
C -4.941281 -2.198252 -2.763465
H -0.733523 -3.926419 1.431356
H 4.453411 3.558970 1.388390
H 1.793357 -2.942337 5.297837
O -0.631450 2.199050 -6.887154
O 2.692406 6.063113 -2.833100
C -6.234371 -2.286402 2.009525
C -5.435006 -0.913204 -2.592670
O -7.986425 -4.163107 -2.924801
H -0.910639 -3.209196 3.581310
H -5.921861 -3.310488 1.761277
H -2.063907 -4.584977 -7.059935
C 4.307682 -2.143121 0.551012
H 2.961441 6.899193 -3.225001
C 5.916560 4.036500 -1.232982
H 1.897649 2.310029 -6.583701
C 1.355153 -4.811494 0.131890
C -0.093311 1.348225 -3.395703
H 1.417007 -0.329586 1.807345
H -0.248520 -1.482355 4.630289
H -0.168506 -3.529166 -2.215926
C -0.813399 -3.935940 -2.983643

Force components x, y, z for each atom (eV/Å):
-0.4 -0.6 0.1
0.1 0.3 0.2
0.0 -0.3 -0.1
0.4 -0.5 0.1
0.1 -0.1 -0.1
-0.4 0.5 0.1
0.0 0.2 -0.3
0.0 0.2 -0.1
0.4 0.1 -0.3
0.0 0.3 0.3
0.3 -0.1 -0.1
0.0 0.2 0.2
0.1 0.1 0.2
0.0 0.0 0.2
-0.9 0.1 -0.5
-0.1 0.0 0.0
0.1 0.0 0.1
-0.2 -0.7 0.8
0.0 0.3 -1.2
-0.4 0.3 1.0
-0.1 -1.5 0.9
0.1 0.1 -0.1
0.3 1.1 0.3
-0.5 -0.3 0.9
0.4 0.3 -0.3
0.2 0.0 0.0
0.2 1.0 -0.1
0.1 0.2 0.8
0.2 0.7 -0.6
0.5 0.3 -0.1
0.0 -0.4 -0.4
0.4 0.3 -0.5
0.5 -0.5 1.0
-1.4 -1.2 -0.1
0.3 0.3 0.3
-1.1 1.4 1.2
-0.3 -0.5 0.1
0.5 -0.4 -0.5
-0.6 -0.2 0.2
0.1 -1.6 -0.2
0.2 0.6 -0.1
-0.4 -0.5 0.2
0.7 0.5 -0.2
-0.4 -0.2 0.3
0.2 0.2 0.1
0.0 0.3 -0.1
0.2 0.0 0.4
0.4 0.2 -0.1
0.0 -0.3 -0.3
-0.1 -0.2 -0.3
0.1 -0.7 -0.4
0.1 0.0 -0.3
0.0 -0.1 -0.2
-0.2 -0.2 -0.1
-0.6 0.1 -0.6
0.1 0.0 0.0
-0.8 -0.9 0.7
0.3 -0.1 -0.2
-0.4 0.1 0.8
0.8 -0.6 -0.4
0.0 0.0 0.0
0.5 0.1 -0.2
-0.2 0.4 0.6
-0.5 -0.1 0.4
0.0 -0.3 -0.2
-0.2 0.2 0.1
-1.2 0.2 -0.2
0.0 -0.5 0.5
0.0 0.3 0.3
-0.3 0.0 0.2
0.9 -0.3 0.0
-0.2 -0.7 -0.4
-0.3 -0.2 -0.1
0.2 -0.2 0.0
-0.2 2.9 -0.1
0.0 0.2 0.2
0.3 -0.6 -1.3
1.3 0.5 -0.7
-0.1 0.0 -0.3
0.6 0.2 -0.2
-0.2 0.0 0.0
0.0 -0.7 -1.1
-0.7 0.5 1.3
0.7 0.8 0.7
0.3 -0.1 0.0
-0.2 -1.0 -0.2
-0.9 -0.1 1.4
-0.3 0.6 0.1
-2.7 4.4 5.4
0.3 0.8 -0.1
0.0 0.0 -0.2
0.7 -0.2 0.3
1.4 1.1 -0.8
-0.3 -0.6 0.2
-0.1 0.0 0.1
-0.2 0.1 0.0
0.2 0.3 0.0
0.3 -0.9 0.0
0.4 0.3 0.1
0.0 -2.7 -4.5
0.0 0.4 -0.2
-0.1 -0.1 -0.2
0.9 0.0 -0.4
-0.2 -0.2 0.6
0.0 -0.1 -0.3
-0.3 -0.1 -0.1
-0.2 -0.1 0.0
-0.2 0.0 -0.1
0.0 -0.3 0.1
0.1 0.2 0.1
-0.6 -0.2 0.1
0.0 0.0 0.4
-0.4 0.1 -0.4
-0.5 0.1 0.0
0.1 0.1 -0.4
-0.9 -0.2 -0.3
0.0 -0.2 0.0
0.0 -0.3 -0.3
0.1 0.1 -0.2
-0.4 -0.3 0.4
-0.1 0.0 -0.2
-0.3 -0.2 0.2
0.0 -0.3 0.4
0.1 0.2 -0.6
0.1 0.3 0.3
0.2 -0.2 0.1
-0.6 -0.7 -0.2
0.1 0.3 0.0
0.1 0.3 -0.2
0.1 -0.1 -0.1
0.4 0.5 -0.6
-0.2 -0.2 -0.2
-0.1 0.0 -0.5
0.6 0.7 0.6
-0.2 -0.2 -0.2
-0.1 0.0 0.0
-0.3 -0.3 0.3
-0.1 -0.1 0.1
-0.2 0.8 -0.1
0.0 0.0 0.1
0.8 0.0 -1.0
0.0 0.0 0.0
1.1 0.2 0.5
0.5 0.4 0.2
2.6 -2.7 -1.7
0.0 0.1 0.2
0.1 0.3 -0.2
-0.1 -0.2 0.1

Löwdin atomic charge list, values in e, 4 entries:
1. H 0.08
2. H 0.05
3. C -0.03
4. O -0.15

---

multiplicity of number 2 (C52H76O20)?
1

---

Among the records above, which one has the highest multiplicity?
C52H74GeN8O8PS3SiTi